Below is C2H2Br2Cl2 as an isolated structure at a distorted geometry, with properties calculated with the ωB97M-V functional and the def2-TZVPD basis.

Structure (XYZ):
```
8
Properties=species:S:1:pos:R:3
C -0.7049 0.3735 -0.6105
C 0.5204 -0.3229 0.6551
Cl 0.2927 0.9524 -1.9159
Cl -1.7841 1.3550 0.2401
Br 1.0067 -2.0278 -0.1009
Br 1.9406 0.8780 0.9318
H -1.0775 -0.6177 -0.6746
H -0.1938 -0.5905 1.4749
```

Summary:
spin multiplicity: 1
Kohn-Sham gap: 10.26 eV

=====

Below is C2H2Br3ClS as an isolated structure, with properties calculated with the ωB97M-V functional and the def2-TZVPD basis.

Structure (XYZ):
```
9
Properties=species:S:1:pos:R:3
C 1.5918 -0.6351 -0.4703
C -1.8756 0.2127 0.0798
S 2.9176 -0.3502 0.4641
Cl 3.3140 1.5801 0.0028
Br 0.9256 -2.3589 -0.2020
Br -1.5825 1.0176 -1.6556
Br -0.7444 1.0005 1.4329
H -1.6332 -0.8399 -0.0087
H -2.9134 0.3732 0.3569
```

Summary:
spin multiplicity: 1
Kohn-Sham gap: 8.46 eV

=====

Below is an isolated molecule of C2H2Br3OP at a distorted geometry, with properties calculated with the ωB97M-V functional and the def2-TZVPD basis.

Structure (XYZ):
```
9
Properties=species:S:1:pos:R:3
C 1.3063 0.4832 -0.5679
C 0.1216 -0.6482 -0.1151
O 1.3360 0.9969 -1.6007
P -1.5483 0.1825 -0.4406
Br 2.5170 0.7857 0.9340
Br -2.9929 -1.1571 0.6022
Br -1.4141 1.9203 1.0200
H 0.3476 -1.1156 0.8647
H 0.3269 -1.4477 -0.6967
```

Summary:
SMILES: O=C(Br)CP(Br)Br
spin multiplicity: 1
Kohn-Sham gap: 9.56 eV

=====

Below is C2H2BrCl2I as an isolated structure at a distorted geometry, with properties calculated with the ωB97M-V functional and the def2-TZVPD basis.

Structure (XYZ):
```
8
Properties=species:S:1:pos:R:3
C -2.1532 -0.5388 1.1106
C 1.5875 0.2131 -0.7164
Cl 1.4423 -0.2024 -2.4524
Cl 3.2380 -0.2282 -0.2112
Br 1.2983 2.0005 -0.4960
I -0.1189 -0.8665 0.6577
H -2.8545 -0.5485 0.2541
H -2.4395 0.1707 1.8536
```

Summary:
spin multiplicity: 1
Kohn-Sham gap (alpha / beta): 7.23 / 7.51 eV

=====

Below is an isolated molecule of C2H2BrCl3O2 at a distorted geometry, with properties calculated with the ωB97M-V functional and the def2-TZVPD basis.

Structure (XYZ):
```
10
Properties=species:S:1:pos:R:3
C 0.8907 0.4923 -0.3167
C 2.2810 -0.7462 -0.0157
O -0.1594 0.0331 0.4656
O 0.4960 0.3838 -1.6341
Cl 2.1112 -1.1434 1.6480
Cl 1.8714 -2.1177 -1.0769
Cl 3.8216 -0.0536 -0.4346
Br 1.3317 2.2960 0.1496
H 0.0860 -0.0374 1.4037
H -0.4699 0.2004 -1.7361
```

Summary:
⟨S²⟩: 2.01
spin multiplicity: 3
Kohn-Sham gap (alpha / beta): 5.21 / 6.09 eV

=====

Below is a 2-piece molecular cluster, C2H2BrClF2S overall at a distorted geometry, with properties calculated with the ωB97M-V functional and the def2-TZVPD basis.

Structure (XYZ):
```
9
Properties=species:S:1:pos:R:3
C 1.0537 0.4448 0.6082
C -1.0424 0.1709 -0.0777
F -1.8206 0.5458 0.9067
F -1.0841 0.9499 -1.1567
S -1.3964 -1.5184 -0.5268
Cl 1.4630 1.9317 -0.1902
Br 2.0010 -1.0627 -0.0870
H 1.0451 0.3511 1.6415
H -0.2193 -1.8132 -1.1181
```

Summary:
spin multiplicity: 1
Kohn-Sham gap: 9.60 eV

=====

Below is a 2-piece molecular cluster, C2H2BrF3 overall at a distorted geometry, with properties calculated with the ωB97M-V functional and the def2-TZVPD basis.

Structure (XYZ):
```
8
Properties=species:S:1:pos:R:3
C 0.7099 0.5978 -0.5045
C -2.7683 -0.3751 -0.6678
F 0.2973 -0.3466 -1.2914
F 1.8370 0.3141 0.1832
F -2.4949 0.4201 -1.6753
Br -4.4063 -0.0900 0.1581
H -0.0771 0.9142 0.1210
H -2.2463 -1.3105 -0.5665
```

Summary:
spin multiplicity: 1
Kohn-Sham gap (alpha / beta): 9.24 / 8.50 eV

=====

Below is C2H2BrF3O as an isolated structure at a distorted geometry, with properties calculated with the ωB97M-V functional and the def2-TZVPD basis.

Structure (XYZ):
```
9
Properties=species:S:1:pos:R:3
C 0.1080 -0.4230 0.3330
C -0.3809 0.4201 -0.8727
O 1.3985 -0.2175 0.4642
F -1.6881 0.2134 -1.0779
F 0.0133 1.6832 -0.7358
F 0.2822 -0.1318 -1.8987
Br -1.0855 0.6445 2.2994
H -0.4131 -1.2735 0.5740
H 1.7657 -0.9153 0.9144
```

Summary:
spin multiplicity: 1
Kohn-Sham gap: 8.78 eV

=====

Below is a 2-piece molecular cluster, C2H2BrI overall at a distorted geometry, with properties calculated with the ωB97M-V functional and the def2-TZVPD basis.

Structure (XYZ):
```
6
Properties=species:S:1:pos:R:3
C -0.7785 -0.0798 0.8855
C -1.3368 0.7880 0.2350
Br -1.2019 2.1306 -0.9525
I 1.3756 -1.2584 -1.2167
H -0.5208 -1.0760 1.2729
H 2.4624 -0.5044 -0.2243
```

Summary:
SMILES: C#CBr.I
spin multiplicity: 1
Kohn-Sham gap: 9.79 eV

=====

Below is an isolated ion of composition C2H2BrINO2 and charge -1 at a distorted geometry, with properties calculated with the ωB97M-V functional and the def2-TZVPD basis.

Structure (XYZ):
```
9
Properties=species:S:1:pos:R:3
C 0.5551 -0.1948 -0.7761
C -0.6343 0.6967 1.1138
N 1.5241 -1.0056 -0.9945
O -0.4023 0.2461 -1.4414
O 0.5664 0.2995 0.6301
Br 1.7102 -1.5767 -2.8062
I -1.3928 -0.8385 2.5602
H -0.7728 1.6613 1.5621
H -1.1536 0.7119 0.1521
```

Summary:
SMILES: [O-]/C(=N\Br)OCI
spin multiplicity: 1
Kohn-Sham gap: 7.55 eV
net charge: -1

=====

Below is an isolated molecule of C2H2BrIO at a distorted geometry, with properties calculated with the ωB97M-V functional and the def2-TZVPD basis.

Structure (XYZ):
```
7
Properties=species:S:1:pos:R:3
C 0.8969 -1.0759 -1.3229
C -0.0418 -0.0550 -0.4297
O 1.0757 -1.2127 -2.4663
Br -0.8678 1.1691 -1.7538
I 1.6323 -2.5132 0.1417
H 0.4673 0.5326 0.1998
H -0.8024 -0.5747 -0.0182
```

Summary:
⟨S²⟩: 2.01
spin multiplicity: 3
Kohn-Sham gap (alpha / beta): 6.21 / 5.71 eV

=====

Below is a 2-piece molecular cluster, C2H2BrN3 overall at a distorted geometry, with properties calculated with the ωB97M-V functional and the def2-TZVPD basis.

Structure (XYZ):
```
8
Properties=species:S:1:pos:R:3
C 0.6061 0.7061 2.7312
C 0.9944 0.4129 0.4905
N 0.4467 1.4126 3.6124
N 0.8767 0.0219 1.6536
N 0.7427 0.5146 -0.6664
Br -1.7219 -1.2757 -0.3568
H 1.1533 0.9613 -1.3812
H -1.3917 -1.7856 -1.6286
```

Summary:
SMILES: N#CN=C=N.Br
spin multiplicity: 1
Kohn-Sham gap: 10.49 eV